Run one
Computed, not measured: a gas-phase ion, C4H7N2S (charge +1), with wB97M-V/def2-TZVPD.

E_HOMO	-0.503	Ha
HOMO-LUMO gap	0.3450	Ha
LUMO	-4.292	eV

ORCA input file:
```
! RIJCOSX wB97M-V def2-TZVPD def2/J DEFGRID3
* xyz 1 1
S 2.68639 0.15597 -0.08195
C 1.19313 -0.33545 0.71289
C 0.36924 -1.23404 -0.07073
C -0.80113 -0.89814 -0.61340
N -1.40858 0.33062 -0.51128
C -0.88953 1.22602 0.26457
N 0.29648 1.07692 0.82231
H 2.37990 -0.38214 -1.18344
H 1.55985 -0.47068 1.75446
H 0.89236 -2.13223 -0.36094
H -1.18795 -1.56012 -1.33230
H -2.38242 0.35723 -0.66768
H -1.25583 2.19322 0.40115
H 0.51338 1.54556 1.59025
*
```

Per-atom Mulliken charges, elementary charge units:
1. S -0.100
2. C 0.171
3. C -0.767
4. C -0.237
5. N -0.072
6. C -0.017
7. N -0.162
8. H 0.158
9. H 0.261
10. H 0.469
11. H 0.400
12. H 0.271
13. H 0.415
14. H 0.211


Run two
Computed, not measured: a gas-phase ion, C4H7N2S (charge +1), with wB97M-V/def2-TZVPD.

E_HOMO	-0.498	Ha
HOMO-LUMO gap	0.3485	Ha
LUMO	-4.073	eV

ORCA input file:
```
! RIJCOSX wB97M-V def2-TZVPD def2/J DEFGRID3
* xyz 1 1
S -2.72406 -0.14282 -0.06418
N -1.07239 0.20321 -0.05885
C -0.46208 1.20064 -0.58347
N 0.82371 1.43526 -0.30365
C 1.67489 0.29261 -0.06367
C 1.14838 -0.85372 0.33771
C -0.35336 -0.92931 0.60094
H -2.52052 -1.34926 0.23955
H -1.18405 1.81446 -1.10705
H 1.27141 2.15836 -0.88968
H 2.68148 0.58669 -0.34852
H 1.82554 -1.63704 0.44013
H -0.65310 -1.81133 0.15962
H -0.45585 -0.96774 1.64111
*
```

Per-atom Mulliken charges, elementary charge units:
1. S 0.009
2. N -0.049
3. C 0.054
4. N -0.197
5. C -0.268
6. C -0.591
7. C -0.570
8. H 0.181
9. H 0.393
10. H 0.328
11. H 0.382
12. H 0.431
13. H 0.491
14. H 0.406


Quick one: least stable of them? run two


Run one
Computed, not measured: C4H2N2S in the gas phase, with wB97M-V/def2-TZVPD.

E_HOMO	-0.354	Ha
HOMO-LUMO gap	0.3168	Ha
LUMO	-1.025	eV

ORCA input file:
```
! RIJCOSX wB97M-V def2-TZVPD def2/J DEFGRID3
* xyz 0 1
N -3.61987 0.55365 -0.64465
C -2.55577 0.18616 -0.39951
C -1.31489 -0.37084 -0.13499
C -0.10194 -0.66400 0.06808
C 1.35010 -0.88376 0.28187
N 2.26185 -0.01831 0.24132
S 1.95223 1.63161 0.27688
H 1.47464 -1.86282 0.44513
H 0.55365 1.42832 -0.13415
*
```

Per-atom Mulliken charges, elementary charge units:
1. N -0.387
2. C -0.172
3. C 0.333
4. C 0.144
5. C 0.005
6. N -0.363
7. S -0.057
8. H 0.375
9. H 0.122


Run two
Computed, not measured: C4H2N2S in the gas phase, with wB97M-V/def2-TZVPD.

E_HOMO	-0.341	Ha
HOMO-LUMO gap	0.3155	Ha
LUMO	-0.697	eV

ORCA input file:
```
! RIJCOSX wB97M-V def2-TZVPD def2/J DEFGRID3
* xyz 0 1
N 3.16845 0.85641 0.00762
C 2.08896 0.45750 -0.00264
C 0.78903 -0.00025 -0.00088
C -0.53823 0.93753 -0.00413
N -1.61361 0.20659 -0.00995
C -1.41581 -1.07412 -0.00961
S 0.23157 -1.59892 0.00648
H -0.49413 2.00482 0.00596
H -2.21621 -1.78956 0.00715
*
```

Per-atom Mulliken charges, elementary charge units:
1. N -0.435
2. C 0.387
3. C 0.172
4. C -0.354
5. N -0.474
6. C -0.101
7. S -0.041
8. H 0.419
9. H 0.426


Quick one: least stable of them? run one


Run one
Computed, not measured: 2 unconnected molecules or ions with the total composition C6H9F, with wB97M-V/def2-TZVPD.

E_HOMO	-0.331	Ha
HOMO-LUMO gap	0.3691	Ha
LUMO	1.029	eV

ORCA input file:
```
! RIJCOSX wB97M-V def2-TZVPD def2/J DEFGRID3
* xyz 0 1
C -2.48811 0.67185 0.18975
C -1.31012 -0.05262 0.78347
C -0.61836 -0.99333 0.12098
F -0.96025 -1.44129 -1.01989
H -2.61113 0.51466 -0.94883
H -2.58441 1.84513 0.44176
H -3.49347 0.31148 0.57724
H -1.19682 0.11263 1.86540
H 0.15692 -1.58171 0.68333
C 1.91636 -0.09682 -1.65691
C 2.08393 0.10062 -0.37471
C 2.41220 0.23381 0.87842
H 1.90536 0.74259 -2.47489
H 1.84463 -1.13149 -1.90348
H 1.50946 0.29247 1.60624
H 3.43380 0.47200 1.23213
*
```

Per-atom Mulliken charges, elementary charge units:
1. C -1.008
2. C 0.099
3. C -0.433
4. F -0.260
5. H 0.259
6. H 0.247
7. H 0.258
8. H 0.306
9. H 0.492
10. C -0.660
11. C 0.405
12. C -0.618
13. H 0.218
14. H 0.275
15. H 0.146
16. H 0.273


Run two
Computed, not measured: 2 unconnected molecules or ions with the total composition C6H9F, with wB97M-V/def2-TZVPD.

E_HOMO	-0.333	Ha
HOMO-LUMO gap	0.3622	Ha
LUMO	0.788	eV

ORCA input file:
```
! RIJCOSX wB97M-V def2-TZVPD def2/J DEFGRID3
* xyz 0 1
C 0.93317 -1.12141 1.66605
C 0.56999 -0.71692 0.39585
C 1.02819 0.58886 -0.15899
C 0.71315 0.75066 -1.61002
H 1.73747 -0.65308 2.21775
H 0.49646 -1.99430 2.09325
H 0.09872 -1.34844 -0.32912
H 0.40096 1.33523 0.43898
H 2.11709 0.75633 0.04188
H 1.09614 1.74689 -1.86899
H -0.32904 0.69463 -1.76157
H 1.03720 -0.10684 -2.16979
C -2.41757 -0.22784 0.87539
C -2.51000 0.20747 -0.24238
F -2.96205 0.81586 -1.28314
H -2.00991 -0.72711 1.69485
*
```

Per-atom Mulliken charges, elementary charge units:
1. C -0.871
2. C -0.326
3. C -0.070
4. C -1.180
5. H 0.264
6. H 0.318
7. H 0.430
8. H 0.172
9. H 0.350
10. H 0.329
11. H 0.203
12. H 0.369
13. C -0.119
14. C 0.002
15. F -0.218
16. H 0.348


Quick one: least stable of them? run two